{"formula": "C25H25N2PPb", "method": "wB97M-V/def2-TZVPD", "total_charge": -2, "e_above_lowest_ev": 4.865, "homo_energy_ev": [1.04, 0.40], "multiplicity": 1, "gap_ev": [3.342, 3.986], "elements": ["C", "C", "C", "C", "C", "Pb", "N", "C", "C", "H", "H", "H", "H", "H", "H", "H", "H", "H", "H", "N", "P", "C", "C", "C", "C", "C", "C", "C", "C", "C", "C", "C", "C", "C", "C", "C", "C", "C", "C", "H", "H", "H", "H", "H", "H", "H", "H", "H", "H", "H", "H", "H", "H", "H"], "xyz": [[-0.535, 1.183, -1.752], [0.846, 1.543, -1.705], [1.004, 2.556, -0.708], [-0.281, 2.829, -0.153], [-1.227, 1.990, -0.811], [0.045, -1.516, 0.253], [-2.992, 0.369, 0.444], [0.293, -3.521, -0.215], [1.703, -3.332, -0.293], [1.933, 3.053, -0.434], [1.639, 1.124, -2.319], [-0.510, 3.562, 0.622], [-2.297, 1.957, -0.608], [-0.990, 0.429, -2.394], [2.186, -3.146, -1.261], [-0.147, -4.040, 0.651], [-3.657, -0.286, 0.925], [2.357, -3.690, 0.512], [-0.285, -3.631, -1.156], [0.091, -1.666, 2.433], [0.056, -0.626, 3.633], [1.500, 0.467, 3.833], [2.564, 0.057, 4.654], [3.686, 0.877, 4.810], [3.783, 2.078, 4.099], [2.763, 2.444, 3.216], [1.636, 1.635, 3.066], [-1.399, 0.467, 3.758], [-2.360, 0.328, 4.773], [-3.448, 1.201, 4.839], [-3.625, 2.184, 3.860], [-2.702, 2.283, 2.812], [-1.634, 1.399, 2.737], [0.019, -1.532, 5.188], [-0.091, -2.925, 5.122], [-0.159, -3.660, 6.310], [-0.119, -3.006, 7.545], [-0.001, -1.611, 7.607], [0.074, -0.870, 6.426], [2.508, -0.890, 5.187], [4.478, 0.574, 5.494], [4.659, 2.719, 4.226], [2.836, 3.372, 2.642], [0.868, 1.918, 2.350], [-2.260, -0.466, 5.512], [-4.161, 1.110, 5.660], [-4.479, 2.863, 3.901], [-2.826, 3.040, 2.038], [-0.985, 1.407, 1.861], [-0.120, -3.398, 4.137], [-0.245, -4.745, 6.260], [-0.183, -3.584, 8.472], [0.032, -1.098, 8.567], [0.161, 0.220, 6.464]], "forces_ev_per_angstrom": [[0.33, 1.01, 0.35], [-0.37, 0.40, 0.50], [-0.24, -0.41, -0.29], [0.03, -0.58, -0.75], [0.52, 0.52, -0.36], [-1.41, 6.60, 0.94], [-0.68, -1.06, 0.65], [0.08, -4.71, -1.15], [0.72, -1.41, -0.21], [-0.04, -0.12, -0.05], [0.00, 0.00, 0.09], [0.06, -0.06, -0.12], [0.56, -0.04, -0.07], [0.09, 0.12, 0.13], [-0.27, 0.08, 0.48], [0.34, 0.01, -0.43], [0.09, 0.11, -0.03], [-0.34, 0.40, -0.25], [0.41, -0.09, 0.62], [0.33, 1.05, 1.93], [-0.52, -1.76, -2.87], [0.61, 0.11, -0.06], [0.04, 0.59, -0.10], [-0.15, 0.01, -0.20], [-0.17, -0.15, 0.06], [0.09, -0.04, 0.05], [0.11, -0.05, 0.36], [-0.58, 0.09, 0.15], [0.18, 0.26, -0.02], [-0.10, -0.02, -0.17], [0.52, -0.08, 0.01], [-0.54, 0.11, 0.10], [0.43, -0.34, -0.01], [0.04, -0.15, 0.82], [0.03, 0.23, 0.52], [0.01, 0.24, 0.05], [0.01, 0.04, -0.05], [0.02, -0.10, -0.31], [-0.07, -0.58, 0.12], [0.00, 0.20, -0.05], [-0.09, 0.06, -0.19], [-0.26, -0.18, -0.04], [-0.01, -0.37, 0.12], [0.18, 0.04, 0.07], [-0.05, 0.29, -0.09], [0.09, -0.04, -0.22], [0.22, -0.17, 0.03], [0.00, -0.37, 0.09], [-0.26, 0.21, 0.05], [0.01, 0.26, 0.22], [0.01, 0.20, 0.09], [0.03, 0.16, -0.29], [-0.01, -0.15, -0.12], [-0.03, -0.37, -0.06]]}